Below is a cluster of 2 separate species, C4H7NO2 in total, with properties calculated with ωB97M-V with the def2-TZVPD basis set.

Values from the calculation:
SMILES string   O=C[C@@H]1NCC1=O.[H][H]
Energy   -361.75126 Eh
Relative energy (zero: lowest compared OMol25 entry of this formula, charge and spin)   340.3 kJ/mol
Orbital gap   10.287 eV

```
! wB97M-V def2-TZVPD RIJCOSX def2/J DEFGRID3
* xyz 0 1
O 1.989 0.777 -0.019
O -0.655 -1.754 0.848
N -1.051 0.227 -1.175
C 0.307 0.128 -1.759
C -0.550 0.533 0.180
C 0.889 0.550 -0.427
C -0.811 -0.598 1.164
H 1.057 0.161 2.272
H -1.190 -0.318 2.165
H 0.632 -0.881 -2.044
H -0.888 1.497 0.582
H 1.299 -0.471 1.974
H 0.491 0.823 -2.584
H -1.519 -0.674 -1.177
*
```

Here are the Löwdin charges for atoms 1 to 2, given in e: number 1, O, carries 0.10; number 2, O, carries 0.05